Computed, not measured: an isolated molecule of C7H9NO3 in a non-equilibrium geometry, with the ωB97M-V functional and the def2-TZVPD basis.

Properties
ΔE to the lowest compared entry with this formula, charge and spin (kJ/mol): 351.23
Highest occupied orbital energy (Eh): -0.3444
SMILES: C[C@@H]1O[C@H]2[C@H](O)[C@@]2(O)[C@H]1C#N
LUMO level (eV): 0.56
Net charge: 0
Gap between HOMO and LUMO (eV): 9.937
F_max (eV/A): 5.42

Each line ends with the Mulliken charge.
Positions of all 20 atoms, in Å:
C -2.000 1.335 -0.987  -1.222
C -0.494 0.986 -0.930  0.203
O -0.196 -0.320 -1.581  -0.408
C 0.066 -1.246 -0.561  -0.219
C 1.389 -1.208 0.261  -0.393
O 1.944 -2.365 0.878  -0.520
C 0.145 -0.746 0.863  0.404
O -0.503 -1.218 1.991  -0.561
C -0.123 1.029 0.537  -0.021
C 1.094 1.662 0.696  -0.037
N 2.027 2.317 0.810  -0.521
H -2.511 0.378 -0.580  0.307
H -2.263 1.571 -2.094  0.314
H -2.216 2.281 -0.453  0.346
H 0.241 1.720 -1.561  0.378
H -0.292 -2.297 -0.860  0.352
H 2.113 -0.497 0.086  0.442
H 2.561 -2.595 0.194  0.330
H -0.193 -2.154 1.996  0.362
H -0.790 1.366 1.297  0.463

Forces on atoms 1 to 2 (eV/Å):
C 0.097 -0.765 -2.181
C 0.501 1.794 -2.228

=====

Computed, not measured: a 2-piece molecular cluster, C7H9NO4 overall in a non-equilibrium geometry, with the ωB97M-V functional and the def2-TZVPD basis.

Properties
ΔE to the lowest compared entry with this formula, charge and spin (kJ/mol): 257.27
Highest occupied orbital energy (Eh): -0.3637
SMILES: C[C@@H]1O[C@@H]1C=O.N#CC(=O)CO
LUMO level (eV): -0.59
Net charge: 0
Gap between HOMO and LUMO (eV): 9.302
F_max (eV/A): 1.14

Each line ends with the Mulliken charge.
Positions of all 21 atoms, in Å:
C 0.156 -1.951 -2.571  -1.259
C 0.694 -0.936 -1.594  -0.001
O 1.940 -1.208 -0.984  -0.489
C 0.796 -1.153 -0.139  0.482
C 0.381 -2.450 0.477  -0.345
O -0.337 -2.512 1.443  -0.443
H 0.637 -1.816 -3.545  0.342
H 0.343 -2.972 -2.243  0.330
H -0.921 -1.819 -2.702  0.305
H 0.576 0.103 -1.898  0.448
H 0.731 -0.298 0.527  0.214
H 0.791 -3.349 -0.019  0.342
N -1.859 -0.084 1.633  -0.328
C -1.120 0.772 1.875  0.148
C -0.220 1.900 2.212  0.691
O 0.487 1.879 3.177  -0.499
C -0.289 3.090 1.266  -0.399
O -0.888 2.783 0.039  -0.501
H -0.785 3.907 1.805  0.326
H 0.732 3.401 1.083  0.307
H -1.843 2.711 0.158  0.329

Forces on atoms 1 to 2 (eV/Å):
C 0.027 0.078 -0.003
C -0.237 -0.036 -0.234

=====

Computed, not measured: an isolated molecule of C7H9NOS in a non-equilibrium geometry, with the ωB97M-V functional and the def2-TZVPD basis.

Properties
ΔE to the lowest compared entry with this formula, charge and spin (kJ/mol): 213.24
Highest occupied orbital energy (Eh): -0.3123
SMILES: C[S@@H](=O)=Nc1ccccc1
LUMO level (eV): 0.54
Net charge: 0
Gap between HOMO and LUMO (eV): 9.034
F_max (eV/A): 4.78

Each line ends with the Mulliken charge.
Positions of all 19 atoms, in Å:
C 3.349 0.890 0.137  -0.947
S 1.987 -0.271 -0.090  0.713
O 1.852 -1.280 0.963  -0.605
N 0.883 0.568 -0.585  -0.433
C -0.442 0.228 -0.341  0.320
C -0.883 -1.041 -0.652  -0.025
C -2.229 -1.335 -0.442  -0.673
C -3.033 -0.518 0.225  -0.173
C -2.639 0.737 0.652  -0.498
C -1.288 1.145 0.335  -0.332
H 3.774 0.718 1.107  0.330
H 4.189 0.626 -0.546  0.319
H 2.961 1.846 -0.117  0.355
H 2.443 -0.828 -1.310  0.113
H -0.164 -1.697 -1.085  0.350
H -2.582 -2.414 -0.551  0.222
H -4.086 -0.815 0.403  0.304
H -3.350 1.399 1.249  0.282
H -0.745 2.041 0.647  0.379

Forces on atoms 1 to 2 (eV/Å):
C 0.968 -1.692 -0.752
S 2.232 -1.743 -0.731

=====

Computed, not measured: C7H9O2P as an isolated structure in a non-equilibrium geometry, with the ωB97M-V functional and the def2-TZVPD basis.

Properties
2S+1: 3
ΔE to the lowest compared entry with this formula, charge and spin (kJ/mol): 139.92
Highest occupied orbital energy (alpha / beta) (Eh): -0.2101 / -0.3547
LUMO level (alpha / beta) (eV): 0.69 / -2.78
Net charge: 0
Gap between HOMO and LUMO (alpha / beta) (eV): 6.410 / 6.869
F_max (eV/A): 12.59

Each line ends with the Mulliken spin population.
Positions of all 19 atoms, in Å:
C -0.369 2.960 1.957  0.520
C 0.272 2.214 1.226  0.197
C 1.903 0.998 -0.269  0.749
C 0.799 1.273 0.366  0.414
C -0.546 0.040 -0.297  -0.010
C -1.531 0.745 -1.240  -0.002
C 1.167 -2.275 0.382  0.014
O 0.438 -1.902 -2.279  -0.003
O 1.939 -0.081 -1.179  0.103
P 0.686 -1.123 -1.063  -0.001
H -0.767 3.762 2.561  -0.025
H 2.844 1.413 -0.030  0.036
H -1.128 -0.418 0.425  0.006
H -2.190 -0.118 -1.494  -0.003
H -1.117 1.045 -2.109  -0.001
H -2.003 1.582 -0.669  0.009
H 1.168 -1.679 1.286  -0.004
H 0.403 -2.944 0.407  0.000
H 2.105 -2.788 0.012  0.002

Forces on atoms 1 to 2 (eV/Å):
C -0.780 1.897 1.582
C 2.130 -3.218 -3.171

=====

Computed, not measured: an isolated molecule of C7H9OPS in a non-equilibrium geometry, with the ωB97M-V functional and the def2-TZVPD basis.

Properties
ΔE to the lowest compared entry with this formula, charge and spin (kJ/mol): 6.20
Highest occupied orbital energy (Eh): -0.3279
SMILES: CO[P@@H](=S)c1ccccc1
LUMO level (eV): 0.41
Net charge: 0
Gap between HOMO and LUMO (eV): 9.338
F_max (eV/A): 4.02

Each line ends with the Mulliken charge.
Positions of all 19 atoms, in Å:
C -2.549 -0.012 -0.797  -0.518
O -2.071 -1.321 -0.450  -0.359
P -0.981 -1.639 0.733  0.373
S -0.644 -3.561 0.879  -0.381
C 0.303 -0.479 0.354  0.383
C 0.254 0.775 0.908  -0.097
C 1.214 1.711 0.680  -0.548
C 2.263 1.420 -0.212  -0.361
C 2.315 0.146 -0.835  -0.531
C 1.282 -0.808 -0.575  -0.373
H -3.582 -0.149 -0.772  0.273
H -2.061 0.155 -1.698  0.218
H -2.182 0.706 0.011  0.279
H -1.627 -0.855 1.922  0.090
H -0.531 1.007 1.631  0.259
H 1.169 2.744 1.112  0.324
H 2.971 2.290 -0.352  0.279
H 3.004 -0.336 -1.499  0.359
H 1.455 -1.792 -1.042  0.331

Forces on atoms 1 to 2 (eV/Å):
C 2.155 -0.370 3.378
O 0.659 -1.371 0.970

=====

Computed, not measured: an isolated molecule of C7H9OPS in a non-equilibrium geometry, with the ωB97M-V functional and the def2-TZVPD basis.

Properties
ΔE to the lowest compared entry with this formula, charge and spin (kJ/mol): 104.10
Highest occupied orbital energy (Eh): -0.3352
SMILES: CO[P@@H](=S)c1ccccc1
LUMO level (eV): 0.20
Net charge: 0
Gap between HOMO and LUMO (eV): 9.323
F_max (eV/A): 4.80

Each line ends with the Mulliken charge.
Positions of all 19 atoms, in Å:
C -0.308 -1.665 2.473  -0.578
O 0.473 -2.214 1.407  -0.361
P 1.510 -1.476 0.102  0.441
S 2.078 -2.781 -1.153  -0.357
C 0.530 -0.107 -0.538  0.454
C 0.963 1.240 -0.517  -0.330
C 0.213 2.347 -0.970  -0.447
C -1.148 2.130 -1.319  -0.451
C -1.568 0.792 -1.380  -0.314
C -0.783 -0.301 -0.983  -0.221
H -0.212 -2.527 3.288  0.202
H -1.272 -1.408 2.232  0.290
H 0.140 -0.694 2.868  0.262
H 2.498 -0.664 0.709  0.061
H 2.027 1.476 -0.335  0.224
H 0.399 3.510 -0.959  0.232
H -1.600 2.918 -1.936  0.321
H -2.658 0.690 -1.832  0.212
H -1.280 -1.267 -1.155  0.360

Forces on atoms 1 to 2 (eV/Å):
C 4.128 -0.691 2.358
O 1.847 1.069 -2.746

=====

Computed, not measured: an isolated molecule of C7H9P in a non-equilibrium geometry, with the ωB97M-V functional and the def2-TZVPD basis.

Properties
ΔE to the lowest compared entry with this formula, charge and spin (kJ/mol): 427.09
Highest occupied orbital energy (alpha / beta) (Eh): -0.2738 / -0.2734
SMILES: C#C/C=C\C=P(=C)C
LUMO level (alpha / beta) (eV): -0.25 / -0.27
Net charge: 0
Gap between HOMO and LUMO (alpha / beta) (eV): 7.200 / 7.172
F_max (eV/A): 3.09

Each line ends with the Mulliken charge.
Positions of all 17 atoms, in Å:
C 2.984 0.563 0.336  0.025
C 2.117 0.583 -0.509  -0.320
C 1.060 0.483 -1.378  -0.684
C 0.571 -0.934 -1.562  -0.212
C -0.491 -1.303 -0.876  -0.291
P -1.545 -0.198 0.009  -0.022
C -0.702 1.351 -0.039  -0.685
C -1.786 -0.575 1.852  -1.005
H 3.539 0.990 1.139  0.359
H 0.952 1.122 -2.241  0.396
H 1.123 -1.664 -2.188  0.343
H -0.813 -2.244 -1.218  0.403
H -0.280 1.813 0.869  0.373
H -1.044 2.013 -0.831  0.365
H -2.190 0.289 2.345  0.354
H -0.885 -0.909 2.403  0.314
H -2.609 -1.379 1.888  0.286

Forces on atoms 1 to 2 (eV/Å):
C -0.361 0.925 -0.053
C 1.931 0.233 1.037

=====

Computed, not measured: an isolated molecule of C7H9P in a non-equilibrium geometry, with the ωB97M-V functional and the def2-TZVPD basis.

Properties
ΔE to the lowest compared entry with this formula, charge and spin (kJ/mol): 328.45
Highest occupied orbital energy (Eh): -0.2816
SMILES: CC#CC1=P(C)=C1C
LUMO level (eV): 0.91
Net charge: 0
Gap between HOMO and LUMO (eV): 8.570
F_max (eV/A): 7.01

Each line ends with the Mulliken charge.
Positions of all 17 atoms, in Å:
C -3.748 -0.110 -0.339  -1.352
C -2.360 0.126 -0.504  0.267
C -1.191 0.151 -0.711  0.837
C 0.158 0.350 -0.763  -0.186
P 1.657 1.364 -0.608  -0.162
C 2.127 1.084 1.136  -0.851
C 1.386 -0.338 -1.084  -0.154
C 1.994 -1.630 -1.394  -0.897
H -3.881 -0.828 0.364  0.322
H -4.370 0.796 -0.120  0.301
H -3.934 -0.422 -1.415  0.238
H 2.774 1.830 1.488  0.327
H 2.564 -0.001 1.164  0.200
H 1.195 0.947 1.775  0.262
H 2.087 -2.155 -0.411  0.280
H 2.843 -1.333 -2.082  0.284
H 1.269 -2.211 -1.917  0.284

Forces on atoms 1 to 2 (eV/Å):
C -0.749 2.545 -3.597
C -0.275 0.386 0.677